1.
One molecule with the formula C3H6O, computed with ωB97M-V/def2-TZVPD.

```
10
Properties=species:S:1:pos:R:3:forces:R:3:lowdin_charge:R:1
C 0.1423 -1.4219 0.1722 -0.3 -0.5 0.7 -0.117
C 0.3964 0.0432 -0.0139 0.4 -0.4 0.2 -0.157
C -0.5297 0.9794 0.0003 -0.2 0.6 0.4 -0.218
O -0.3017 2.3399 -0.1467 0.1 -0.2 -0.5 -0.033
H 1.0328 -2.0249 0.0268 0.2 0.1 -0.5 0.063
H -0.1277 -1.7028 1.2002 -0.2 0.4 0.0 0.076
H -0.6564 -1.8021 -0.4568 0.0 0.0 -0.2 0.069
H 1.4417 0.3140 -0.0680 0.1 0.3 -0.3 0.103
H -1.5594 0.7843 0.2706 -0.2 -0.2 -0.2 0.117
H 0.1617 2.4907 -0.9847 0.0 -0.1 0.4 0.098
```
Forces are in eV/Å.

## Properties
energy relative to the best compared isomer or geometry (same formula, charge and spin) = 0.987 eV
structure (SMILES) = C/C=C/O
total energy = -193.10692 a.u.

2.
C20H24Cl7F3LiMgN4NaO14PS as an isolated structure at a distorted geometry, computed with ωB97M-V/def2-TZVPD.

```
77
Properties=species:S:1:pos:R:3:forces:R:3:lowdin_charge:R:1
C -7.5744 3.8711 3.9753 -0.6 -0.3 0.1 -0.085
C -8.4412 2.5094 4.2617 0.3 -2.8 -1.3 -0.493
Cl -9.7224 2.6189 5.6407 2.4 -0.1 -2.5 0.580
C -8.3179 1.2086 3.5495 -0.4 3.8 2.4 -0.538
Cl -9.4281 -0.2037 4.1392 2.0 1.8 -1.4 0.540
N -7.3311 1.0736 2.4104 -1.0 -0.8 -1.7 -0.032
C -7.9089 0.8427 1.0178 5.5 0.7 1.7 0.034
N -6.6895 0.7993 0.1236 1.3 0.8 6.0 0.002
C -5.4220 0.9563 0.9620 -2.7 0.5 3.3 0.147
C -5.8256 1.1626 2.5434 -1.7 -0.8 -5.9 -0.024
C -4.8422 1.4180 3.8324 -0.1 0.0 -0.7 -0.179
P -4.8028 -0.0796 5.0668 2.3 -1.3 2.4 0.603
O -6.0815 -1.0233 4.8247 2.5 2.5 0.6 -0.543
O -3.3141 -0.9629 4.7774 -4.5 -1.3 -3.6 -0.428
O -4.9037 0.4388 6.7342 -4.1 0.2 -2.7 -0.407
H -6.5613 3.7098 3.4122 -2.1 -0.1 1.1 0.080
H -8.2345 4.5696 3.2946 1.2 -1.3 1.6 0.117
H -7.3455 4.3635 5.0176 -0.6 -0.9 -2.2 0.114
H -9.0231 0.7197 0.6570 2.4 0.6 1.9 0.172
H -6.6377 0.6772 -0.9114 1.7 0.5 1.6 0.105
H -4.2982 0.9539 0.6121 -2.7 0.0 0.1 0.174
H -5.1296 2.3652 4.4682 0.5 -1.8 -1.6 0.108
H -3.7312 1.5135 3.4306 -2.3 0.0 0.8 0.118
H -2.9638 -0.6571 3.8754 -0.4 -0.5 1.8 0.061
H -5.0023 1.4539 6.7173 0.8 -2.2 0.2 0.066
Cl -2.6267 0.8139 6.0581 2.3 3.7 0.3 0.122
C -6.1046 -2.5372 -2.4880 0.7 -0.8 -0.4 -1.970
Cl -4.3617 -2.2672 -2.7414 -0.8 0.1 0.1 0.566
Cl -6.4589 -2.5307 -0.7419 -0.1 0.1 0.0 0.531
Cl -7.0288 -1.2399 -3.2863 0.0 0.2 0.1 0.598
Cl -6.5689 -4.1110 -3.1824 0.1 0.7 0.3 0.580
Li -7.6608 -1.3732 5.8125 0.9 0.2 -0.3 0.742
C -2.8954 0.4236 -5.7039 0.4 -0.2 -0.6 -0.053
C -3.2426 1.4885 -4.6779 0.7 0.6 0.0 -0.786
O -2.3672 2.3827 -4.5114 -1.2 -0.7 0.4 -0.045
O -4.3668 1.3414 -4.1217 -0.1 0.1 0.6 -0.150
H -1.9127 0.6054 -6.1493 -0.2 0.0 0.1 0.067
H -2.8822 -0.5609 -5.2270 -0.1 0.0 0.0 0.041
H -3.6423 0.4210 -6.5034 0.0 -0.1 0.1 0.071
Na -8.3016 0.2699 -1.1403 -2.1 -1.3 -2.6 0.510
C 0.7191 -1.1387 2.5196 2.3 0.7 5.7 -0.545
F 2.0332 -1.3909 2.8221 -2.4 0.5 -1.1 0.138
F 0.4211 -1.9470 1.4520 -1.1 -1.9 -0.3 -0.035
F -0.0067 -1.6324 3.5739 0.7 0.8 -2.1 0.133
S 0.3819 0.6683 2.1837 -0.1 4.3 2.2 0.475
O 1.2334 1.0210 1.0392 -0.5 -2.3 -0.5 -0.306
O 0.7537 1.3737 3.4179 -0.5 -2.2 -2.2 -0.247
O -1.0536 0.7517 1.8819 0.6 -1.5 -0.2 -0.366
Mg 0.7805 -1.6555 -0.2675 1.5 1.8 -1.2 1.363
N 5.1117 -1.2960 2.1120 0.8 0.3 2.7 -0.615
O 5.0071 -0.3838 2.9487 -0.3 -0.3 -0.6 0.006
O 5.8196 -2.2865 2.3582 0.0 -0.1 -0.5 -0.030
O 4.5083 -1.2175 1.0291 -1.2 -0.1 -2.0 -0.058
C 10.3651 -1.4095 -1.6687 0.1 0.5 0.1 0.002
C 9.7234 -0.3736 -1.1195 0.3 -0.2 -0.2 0.009
C 8.5505 -0.5749 -0.2461 -0.3 0.7 0.3 -0.381
O 7.9613 0.3727 0.2554 0.3 -0.6 -0.3 0.102
C 8.1153 -1.9644 -0.0019 -0.1 -0.5 0.0 0.030
C 8.7570 -3.0003 -0.5511 -0.3 0.2 0.2 0.019
C 9.9299 -2.7990 -1.4246 0.4 -0.6 -0.3 -0.387
O 10.5191 -3.7466 -1.9260 -0.3 0.5 0.3 0.087
H 11.2266 -1.2793 -2.3123 -0.1 0.0 0.0 0.115
H 10.0307 0.6515 -1.2884 0.0 0.0 0.0 0.122
H 7.2538 -2.0946 0.6416 0.0 0.0 0.1 0.088
H 8.4497 -4.0254 -0.3823 0.0 0.0 0.0 0.119
C 9.2487 0.4663 -4.9794 -0.4 -0.6 0.2 -0.306
O 10.0082 -0.2491 -4.3390 -0.8 0.4 -0.6 0.007
N 7.9173 0.2036 -5.2226 1.3 0.5 0.1 -0.206
C 7.0850 1.1040 -5.9920 0.0 -0.2 0.1 -0.068
C 7.3310 -1.0102 -4.6929 0.3 -0.1 0.2 -0.045
H 9.5901 1.4140 -5.4275 -0.1 0.0 0.0 0.132
H 6.2530 1.4381 -5.3658 0.0 0.1 -0.2 0.089
H 6.6981 0.5693 -6.8642 -0.1 0.2 0.0 0.088
H 7.6537 1.9753 -6.3284 0.0 -0.2 0.1 0.085
H 7.4300 -1.0076 -3.6032 -0.1 -0.2 -0.1 0.087
H 7.8729 -1.8721 -5.0939 -0.2 0.0 0.2 0.096
H 6.2745 -1.0800 -4.9663 0.2 0.1 0.0 0.085
```
Forces are in eV/Å.

## Properties
total energy = -6678.29401 a.u.
net charge = +1

- What is the formula in the second record?
  C20H24Cl7F3LiMgN4NaO14PS